Density functional theory data (ωB97M-V with the def2-TZVPD basis set) for C39H37N6V as an isolated structure.

The geometry in XYZ format:
```
83
Properties=species:S:1:pos:R:3:mulliken_spin:R:1
V 0.916 0.052 1.257 1.250
C -0.850 0.285 4.348 -0.011
C 0.063 -0.877 4.156 0.009
C -0.019 -1.938 5.058 0.001
C 0.942 -2.920 5.073 0.001
C 2.042 -2.778 4.228 -0.001
C 2.060 -1.739 3.336 0.008
N 1.027 -0.848 3.204 -0.010
C 3.212 -1.436 2.478 0.004
C 4.487 -1.947 2.620 -0.002
C 5.464 -1.526 1.727 0.000
C 5.150 -0.608 0.736 -0.001
C 3.857 -0.120 0.673 -0.006
N 2.928 -0.525 1.539 -0.031
C 3.369 0.903 -0.259 0.018
C 4.127 1.345 -1.313 -0.005
C 3.654 2.394 -2.096 0.002
C 2.470 2.986 -1.733 -0.001
C 1.734 2.499 -0.651 0.016
C 0.537 3.291 -0.244 0.007
N 2.135 1.414 0.043 -0.022
H -0.951 0.461 5.419 0.000
H -1.847 0.090 3.958 0.000
H -0.445 1.189 3.902 0.003
H -0.830 -1.942 5.774 0.000
H 0.884 -3.748 5.767 0.000
H 2.873 -3.467 4.281 0.000
H 4.725 -2.646 3.408 0.000
H 6.474 -1.905 1.812 0.000
H 5.915 -0.267 0.054 0.000
H 5.084 0.890 -1.524 0.000
H 4.228 2.759 -2.937 0.000
H 2.098 3.854 -2.259 0.000
H 0.858 4.304 0.005 0.000
H 0.040 2.870 0.614 0.004
H -0.171 3.374 -1.068 -0.002
C -2.798 3.495 -2.866 0.000
C -2.991 2.115 -3.432 0.001
C -3.546 1.926 -4.695 0.000
C -3.763 0.658 -5.212 0.000
C -3.443 -0.467 -4.461 0.000
C -2.899 -0.307 -3.200 0.001
C -2.661 0.973 -2.708 -0.002
N -2.120 1.119 -1.377 0.009
C -1.010 0.548 -0.941 0.003
N -0.136 0.006 -1.805 -0.012
C 0.627 -1.126 -1.453 0.006
C 0.936 -1.395 -0.116 -0.185
C 1.451 -2.657 0.206 0.049
C 1.739 -3.565 -0.791 -0.013
C 1.550 -3.218 -2.127 0.015
C 0.987 -2.007 -2.485 -0.010
C 0.719 -1.659 -3.926 0.000
N -0.698 0.500 0.372 -0.060
C -1.790 0.657 1.307 0.008
C -2.011 1.889 1.937 -0.030
C -3.156 2.099 2.685 0.003
C -4.087 1.077 2.812 -0.002
C -3.860 -0.152 2.204 0.001
C -2.728 -0.386 1.432 -0.011
C -2.575 -1.692 0.701 0.002
H -3.024 4.251 -3.613 0.000
H -1.775 3.663 -2.524 0.000
H -3.467 3.669 -2.018 0.000
H -3.816 2.795 -5.282 0.000
H -4.199 0.547 -6.195 0.000
H -3.643 -1.458 -4.846 0.000
H -2.682 -1.171 -2.580 0.000
H -2.644 1.667 -0.706 0.000
H -0.386 0.088 -2.784 0.001
H 1.627 -2.950 1.232 0.005
H 2.131 -4.541 -0.535 0.000
H 1.815 -3.924 -2.904 0.000
H 1.127 -2.423 -4.584 0.000
H 1.180 -0.708 -4.205 0.000
H -0.352 -1.594 -4.139 0.000
H -1.300 2.696 1.852 -0.004
H -3.322 3.055 3.163 0.000
H -4.992 1.235 3.384 0.000
H -4.592 -0.943 2.310 0.000
H -3.003 -2.507 1.282 0.000
H -1.537 -1.939 0.485 -0.001
H -3.123 -1.662 -0.245 -0.001
```

E = -2780.08697 Ha
lowest unoccupied orbital energy (alpha / beta) = -10.50 / -9.95 eV
gap between HOMO and LUMO (alpha / beta) = 5.691 / 6.259 eV
HOMO energy (alpha / beta) = -16.2 / -16.2 eV
total charge = +3
⟨S²⟩ = 0.78
2S+1 = 2